Entry 1:
Density functional theory data (ωB97M-V/def2-TZVPD) for a cluster of 2 separate species, CH3NO3S in total.

The value obtained for the highest occupied orbital energy is -10.2 eV. Its SMILES is O=CS.O=NO. For the gap between HOMO and LUMO, the calculation gives 10.53 eV.

Geometry (Å):
O 0.1247 -0.5095 1.3628
C 0.6546 0.4477 0.8839
S 1.9968 0.4177 -0.1461
H 0.1998 1.5504 0.8605
H 2.4465 -0.9780 -0.2172
O -1.1860 0.5031 -1.9910
N -1.0066 0.2409 -0.8587
O -1.8140 -0.7113 -0.3435
H -1.4156 -0.9610 0.4493

Entry 2:
Density functional theory data (ωB97M-V/def2-TZVPD) for a cluster of 2 separate species, CH3NO3Si in total.

The value obtained for the highest occupied orbital energy is -11.2 eV. Its SMILES is O=[Si](O)O.C#N. For the gap between HOMO and LUMO, the calculation gives 10.64 eV.

Geometry (Å):
O 0.2024 -1.1503 0.5165
Si 1.4346 -0.4720 0.0204
O 1.5745 1.1589 -0.0657
O 2.6745 -1.0960 -0.8149
H 1.0130 1.6474 0.3782
H 3.4882 -0.7266 -0.4720
C -3.3845 0.1796 0.1730
N -3.9758 -0.2533 -0.6999
H -3.0270 0.7123 0.9645

Entry 3:
Density functional theory data (ωB97M-V/def2-TZVPD) for a cluster of 2 separate species, CH3NO4 in total.

The value obtained for the highest occupied orbital energy is -10.7 eV. Its SMILES is O=[NH+][O-].O=CO. For the gap between HOMO and LUMO, the calculation gives 9.76 eV.

Geometry (Å):
O 2.9297 -0.3218 0.8932
N 2.9297 -0.1924 -0.3110
O 2.2595 0.5643 -0.9958
H 3.0409 -0.9538 -0.9138
O 0.0471 -1.0740 -0.4478
C 0.1712 0.0961 -0.3931
O 0.1117 0.8374 0.6638
H 0.4819 0.8448 -1.1641
H 0.3581 0.3120 1.4514

no.,strongest force on any atom (eV/Å)
1,4.1
2,7.4
3,3.7